Formula: C22H36N2O4
Source: the OMol25 dataset
Level of theory: ωB97M-V with the def2-TZVPD basis set

```
64
Properties=species:S:1:pos:R:3:forces:R:3
O 0.80637 6.07090 0.58693 -0.1 0.3 -0.1
C 0.85800 4.70223 0.89934 0.1 -0.6 0.3
C -0.45278 4.28455 1.59969 0.2 0.5 -0.3
O -0.45049 2.94636 2.03777 0.0 -0.3 0.1
C -0.60916 1.93481 1.12886 0.0 -0.3 0.1
C -0.91059 2.09248 -0.22012 0.0 0.2 0.2
C -1.06912 0.98362 -1.02724 0.0 -0.4 0.0
C -0.93126 -0.30644 -0.52022 0.0 0.3 0.0
O -1.11637 -1.32283 -1.41152 0.0 0.3 -0.1
C -0.95408 -2.64799 -0.96455 -0.1 -0.4 -0.2
C -1.11051 -3.58033 -2.17071 -0.3 0.1 0.3
O 0.16215 -3.90704 -2.66854 0.4 0.0 -0.1
C -1.85175 -4.87546 -1.79363 0.2 0.3 -0.1
N -1.73919 -5.82267 -2.88883 -0.1 0.0 0.2
C -1.77664 -7.21166 -2.46413 0.3 -0.2 0.0
C -1.40977 -8.12231 -3.63256 -0.3 -0.1 0.1
C -2.38273 -7.91189 -4.78722 0.3 0.1 -0.1
C -2.39394 -6.43427 -5.16207 -0.3 -0.1 0.1
C -2.72054 -5.58740 -3.93600 0.1 0.1 -0.3
C -0.63056 -0.46430 0.82855 0.0 -0.2 -0.2
C -0.47212 0.64595 1.63612 0.0 0.4 0.0
C 2.07790 4.39272 1.78974 -0.3 0.1 -0.4
N 2.05376 5.26913 2.95279 -0.1 0.1 -0.1
C 3.19417 6.16149 3.07149 0.3 0.0 -0.1
C 4.46709 5.46495 3.56634 -0.2 0.2 0.1
C 4.19107 4.78873 4.90643 0.1 -0.2 -0.2
C 3.00808 3.83551 4.76001 -0.1 0.3 0.1
C 1.79268 4.59252 4.21237 0.0 -0.2 0.2
H 0.94443 6.54158 1.42138 0.0 -0.1 0.1
H 0.95970 4.16936 -0.05163 0.0 0.0 0.1
H -0.56307 4.88264 2.50892 0.0 0.0 -0.1
H -1.30539 4.49508 0.94372 0.1 0.0 0.1
H -1.02754 3.07120 -0.65692 0.0 0.1 0.0
H -1.30186 1.09965 -2.07374 0.0 0.0 -0.1
H 0.04652 -2.79831 -0.54136 -0.1 0.0 0.0
H -1.71157 -2.88441 -0.20326 0.1 0.1 0.0
H -1.67906 -3.02882 -2.93617 0.0 -0.1 0.2
H 0.04585 -4.73102 -3.16858 -0.1 0.0 0.0
H -1.35544 -5.30252 -0.91799 0.0 0.0 0.0
H -2.89680 -4.65230 -1.52785 0.0 0.0 0.0
H -1.05405 -7.34487 -1.65482 -0.1 0.0 0.0
H -2.77567 -7.48903 -2.08196 0.0 0.0 0.0
H -0.39758 -7.88224 -3.96253 0.1 0.0 0.0
H -1.42569 -9.16167 -3.30084 0.1 0.0 0.0
H -2.09152 -8.52008 -5.64510 -0.1 0.0 0.0
H -3.38569 -8.21874 -4.48041 -0.1 0.0 0.0
H -3.13116 -6.24142 -5.94295 0.0 0.0 0.0
H -1.41100 -6.14719 -5.53953 0.0 0.1 -0.1
H -2.69896 -4.52950 -4.20385 -0.1 0.0 0.0
H -3.73945 -5.82894 -3.58151 0.0 0.1 0.0
H -0.51680 -1.44413 1.26410 0.0 -0.1 0.0
H -0.24246 0.52852 2.68373 0.0 0.0 0.1
H 2.04513 3.33638 2.06962 0.1 0.0 0.0
H 2.98059 4.56056 1.19605 0.0 0.0 0.0
H 3.37165 6.63401 2.10236 0.0 0.0 0.1
H 2.91810 6.94576 3.78561 0.1 0.1 0.0
H 5.27050 6.19704 3.66371 0.1 0.0 -0.1
H 4.77985 4.71390 2.83697 0.1 0.0 -0.1
H 5.07582 4.24705 5.24814 0.0 0.1 0.1
H 3.95308 5.55028 5.65377 0.0 0.0 0.1
H 2.75467 3.38883 5.72278 0.0 -0.1 0.0
H 3.27447 3.02824 4.07367 0.0 -0.1 0.0
H 0.95598 3.90669 4.07088 -0.1 0.1 0.1
H 1.49230 5.35867 4.93594 -0.1 -0.1 0.1
```
Positions in Å, forces in eV/Å.

Summary:
frontier orbital gap = 8.68 eV
structure (SMILES) = O[C@H](COc1ccc(OC[C@@H](O)CN2CCCCC2)cc1)CN1CCCCC1
LUMO level = 0.87 eV
relative energy (zero: lowest compared OMol25 entry of this formula, charge and spin) = 1.800 eV

Formula: C35H29FNO11S
Source: the OMol25 dataset
Level of theory: ωB97M-V with the def2-TZVPD basis set

```
78
Properties=species:S:1:pos:R:3:forces:R:3
O 1.86256 0.09235 -1.20179 -1.7 0.3 -4.4
C 1.31257 0.41961 -2.27393 1.9 0.0 3.7
F 1.21267 -0.58210 -3.29309 -0.1 1.4 1.1
C 0.72537 1.91989 -2.37783 -0.6 0.6 0.3
N -0.13589 2.12904 -1.19894 -0.8 -0.3 -1.6
C -1.58843 2.14801 -1.60182 1.2 0.2 0.2
C -2.04126 0.84602 -2.41782 -0.1 0.1 0.1
C -3.61277 0.73355 -2.72002 0.3 -0.6 -1.0
S -4.72383 1.33692 -1.35861 -0.4 0.3 0.2
H 1.62179 2.64502 -2.31718 -0.8 -1.4 -0.2
H 0.20102 2.14544 -3.37078 0.8 -0.6 0.9
H -1.79693 3.09035 -2.25088 -0.1 -1.2 0.6
H -2.15856 2.29887 -0.61616 0.6 -0.5 -1.7
H -1.65786 -0.08256 -1.84772 -0.8 1.4 -0.7
H -1.51400 0.79376 -3.44444 -0.8 0.2 1.5
H -3.93417 1.26035 -3.68398 0.6 -0.7 1.4
H -3.84031 -0.39153 -2.84010 0.1 1.8 0.1
H -5.46354 2.43855 -1.80477 1.3 -1.2 -0.2
C 3.49681 -2.57465 0.40284 0.0 0.1 -0.1
C 3.99924 -2.40463 -0.82045 -0.1 0.2 0.1
C 4.92072 -3.39569 -1.41562 0.1 0.1 -0.3
O 5.38180 -3.24169 -2.53134 -0.1 -0.1 0.2
C 5.26141 -4.58298 -0.60280 0.0 -0.2 0.3
C 4.75860 -4.75248 0.62002 0.2 -0.1 -0.2
C 3.83776 -3.76089 1.21444 -0.2 0.1 0.0
O 3.37578 -3.91786 2.33362 0.0 -0.1 -0.2
H 2.82108 -1.85795 0.85336 0.0 0.0 -0.1
H 3.75739 -1.54073 -1.42818 -0.1 0.0 0.1
H 5.93606 -5.29965 -1.05406 0.0 0.0 0.0
H 4.99781 -5.61587 1.22845 0.0 0.0 0.0
C -7.70674 4.94683 -2.70185 -0.1 0.3 0.1
C -8.78784 5.65723 -2.37794 0.3 0.0 0.0
C -10.13772 5.05516 -2.40578 -0.3 0.2 0.1
O -11.12527 5.70339 -2.11224 0.2 -0.1 -0.1
C -10.24261 3.63534 -2.80475 0.1 -0.3 -0.1
C -9.16167 2.92484 -3.12868 -0.4 0.0 0.0
C -7.81184 3.52703 -3.10093 0.4 -0.2 -0.1
O -6.82550 2.87929 -3.39422 -0.4 0.3 -0.1
H -6.71066 5.37159 -2.68765 0.0 -0.1 0.0
H -8.72853 6.69747 -2.08287 0.0 0.0 0.0
H -11.23849 3.21048 -2.81883 0.0 0.0 0.0
H -9.22079 1.88452 -3.42363 0.1 0.0 0.0
C 0.31469 3.39237 1.78019 0.3 -0.3 0.0
C 1.38113 3.74838 2.50109 -0.3 0.1 0.0
C 1.30289 4.82407 3.50946 0.5 -0.2 -0.1
O 2.27701 5.15103 4.16680 -0.2 0.1 0.0
C -0.00339 5.49285 3.69333 -0.3 0.1 0.0
C -1.06971 5.13997 2.97567 0.1 0.3 0.3
C -0.99269 4.06210 1.96448 -0.2 -0.3 -0.4
O -1.96739 3.74198 1.31401 0.1 0.2 0.4
H 0.35664 2.60371 1.03242 -0.2 0.0 -0.4
H 2.34474 3.26923 2.38036 0.0 0.0 0.0
H -0.04254 6.27877 4.43767 0.0 0.0 0.0
H -2.03299 5.62032 3.09791 0.0 0.0 0.0
C 1.17592 -5.51695 -2.99237 -0.2 0.1 -0.2
C 0.10965 -4.74593 -3.20900 0.3 -0.2 -0.1
C -0.74819 -4.29217 -2.09337 -0.4 0.4 -0.1
O -1.72145 -3.59171 -2.29008 0.2 -0.3 0.0
C -0.37678 -4.72479 -0.72878 0.2 -0.2 0.3
C 0.68964 -5.49586 -0.51249 -0.2 0.1 0.1
C 1.54693 -5.94959 -1.62827 0.3 -0.2 0.1
O 2.52242 -6.65202 -1.43109 -0.2 0.1 0.0
H 1.81451 -5.85875 -3.79729 0.0 0.0 0.0
H -0.17546 -4.41964 -4.20135 0.0 0.1 0.0
H -1.01505 -4.38275 0.07622 0.0 0.0 0.0
H 0.97514 -5.82199 0.48024 0.0 0.0 0.0
C 7.55125 -1.69258 5.13736 0.1 0.2 0.3
C 7.00747 -1.26535 6.27716 0.3 0.0 -0.2
C 5.58248 -1.51171 6.58691 -0.3 0.1 0.3
O 5.08577 -1.12007 7.62664 0.2 -0.1 -0.2
C 4.78538 -2.25084 5.58517 0.0 -0.1 -0.2
C 5.32912 -2.67844 4.44477 -0.2 0.0 0.1
C 6.75338 -2.43214 4.13544 0.1 -0.1 -0.3
O 7.25146 -2.82355 3.09614 -0.1 0.1 0.2
H 8.59235 -1.52049 4.89391 0.0 0.0 0.0
H 7.57731 -0.72323 7.02167 0.0 0.0 0.0
H 3.74439 -2.42294 5.82835 0.0 0.0 0.0
H 4.75879 -3.22092 3.69971 0.1 0.1 0.1
```
Positions in Å, forces in eV/Å.

Summary:
frontier orbital gap = 2.53 eV
LUMO level = -0.15 eV
net charge = -1
relative energy (zero: lowest compared OMol25 entry of this formula, charge and spin) = 1.216 eV

Formula: C4H3F3
Source: the OMol25 dataset
Level of theory: ωB97M-V with the def2-TZVPD basis set

```
10
Properties=species:S:1:pos:R:3:forces:R:3
C 1.21693 1.33763 -0.46465 0.7 0.5 -0.4
C 0.19751 0.72106 0.09826 0.0 -0.3 -0.1
F -0.62665 1.36247 0.93604 -0.1 0.1 0.1
C -0.16616 -0.68435 -0.11503 -0.4 0.4 0.6
F 0.65505 -1.32909 -0.94528 0.3 -0.3 -0.3
C -1.17113 -1.36919 0.42159 0.1 0.2 -0.1
F -2.05094 -0.82978 1.27028 0.1 -0.1 -0.1
H 1.39677 2.40537 -0.25990 -0.1 -0.7 -0.1
H 1.89578 0.79064 -1.13505 -0.5 0.4 0.4
H -1.34717 -2.40475 0.19374 0.0 -0.2 0.0
```
Positions in Å, forces in eV/Å.

Summary:
frontier orbital gap = 10.06 eV
structure (SMILES) = C=C(F)/C(F)=C\F
LUMO level = 0.73 eV
relative energy (zero: lowest compared OMol25 entry of this formula, charge and spin) = 0.319 eV

Formula: C37H43N8
Source: the OMol25 dataset
Level of theory: ωB97M-V with the def2-TZVPD basis set

```
88
Properties=species:S:1:pos:R:3:forces:R:3
C -0.50326 -1.75768 1.44031 1.0 0.5 -0.4
C -0.29374 -0.59667 0.29646 0.3 3.4 -2.3
C 0.34362 0.85066 0.75381 -1.4 -0.6 -3.8
C 0.53565 2.08306 -0.34477 -1.7 -4.2 -1.3
C 0.11950 1.81961 -1.93333 -0.4 -2.4 2.9
C -0.51726 0.39439 -2.43619 1.2 0.9 4.5
C -0.71439 -0.78367 -1.31063 1.3 2.1 0.7
C -1.40398 -2.23995 -1.73983 1.0 1.8 -1.0
N -2.74779 -2.27843 -1.02890 -0.1 -0.5 0.8
C -3.63712 -1.19773 -0.97226 0.8 1.1 1.5
N -3.52899 -0.28372 0.22463 -3.6 -3.7 -4.6
C -4.69366 0.66532 0.36592 -0.5 2.5 0.9
C -5.48182 1.02760 -1.02278 0.0 -1.2 0.0
C -5.90616 -0.44110 -1.69993 0.6 1.5 1.6
N -4.57065 -1.05163 -2.15271 0.8 1.7 2.7
H 0.50490 -2.37062 1.49823 -2.2 1.3 0.0
H -1.36232 -2.52073 1.20360 1.6 1.7 0.4
H -0.64290 -1.25659 2.51440 0.2 -1.1 -2.5
H 0.62536 1.00493 1.88949 -0.7 -0.3 -2.6
H 0.96288 3.11018 0.02582 -0.9 -2.2 -0.9
H 0.27709 2.70284 -2.69104 -0.4 -2.0 1.6
H -0.81718 0.26157 -3.57168 0.6 0.0 2.6
H -0.70028 -3.15749 -1.44727 -1.9 2.1 -0.3
H -1.58922 -2.25405 -2.91587 0.6 0.1 2.5
H -3.05240 -3.19087 -0.59624 0.3 1.7 -0.8
H -3.29854 -0.78737 1.10975 0.4 0.5 -1.1
H -5.42427 0.27365 1.20206 1.4 0.6 -1.8
H -4.24630 1.69417 0.77388 -0.9 -2.3 -0.8
H -4.71799 1.54627 -1.75669 -1.7 -0.8 1.5
H -6.42895 1.69843 -0.78232 2.2 -1.4 -0.5
H -6.27550 -1.09650 -0.79027 0.4 1.1 -2.2
H -6.68582 -0.33847 -2.56665 1.7 -0.5 1.7
H -4.10847 -0.38260 -2.83783 -0.4 -1.3 0.7
N 3.73624 2.45326 3.16841 0.4 0.6 -0.7
C 3.32853 2.53977 1.88325 0.2 -0.1 0.9
C 3.96434 3.31079 0.92334 0.2 0.1 0.1
C 5.08495 4.04203 1.30284 0.0 0.0 0.0
C 5.52807 3.97500 2.61976 -0.1 0.0 -0.3
C 4.82804 3.17299 3.50669 -0.7 -0.5 -0.1
H 2.44796 1.95356 1.63707 0.2 0.1 0.0
H 3.59451 3.34078 -0.09527 0.0 0.0 0.1
H 5.60885 4.65886 0.57848 -0.1 -0.1 0.1
H 6.39782 4.53322 2.94716 -0.1 -0.1 0.0
H 5.13667 3.08465 4.54460 0.0 0.0 -0.1
N 1.11377 -3.37794 3.56702 0.5 -0.7 0.7
C 1.77156 -4.49537 3.18753 -0.4 0.7 0.2
C 2.38655 -5.36580 4.07313 0.0 0.1 0.2
C 2.32828 -5.07269 5.43151 0.0 0.0 0.0
C 1.65968 -3.92803 5.85322 0.1 -0.2 0.0
C 1.07251 -3.12063 4.89236 0.0 -0.1 -0.9
H 1.79208 -4.67886 2.11722 0.0 -0.1 0.0
H 2.89889 -6.25050 3.71248 0.0 0.1 0.0
H 2.79968 -5.73079 6.15562 -0.1 0.1 -0.1
H 1.59686 -3.67140 6.90463 -0.1 0.1 -0.1
H 0.53613 -2.21807 5.17162 0.1 -0.1 0.1
N 0.48074 -1.09451 8.18972 -0.3 0.9 -0.1
C -0.60637 -0.62625 8.84108 0.7 -0.4 -0.4
C -1.04688 0.68515 8.76147 0.2 0.2 -0.2
C -0.32809 1.57394 7.96908 0.0 0.0 0.0
C 0.79716 1.12202 7.28739 -0.2 0.1 0.1
C 1.15724 -0.20870 7.42673 -0.4 -0.7 0.5
H -1.13160 -1.35716 9.44899 0.0 0.1 0.0
H -1.92870 1.00583 9.30445 0.1 -0.1 0.0
H -0.64218 2.61010 7.88318 0.0 -0.1 0.0
H 1.37907 1.78978 6.66230 0.0 -0.1 0.0
H 2.02560 -0.61029 6.91195 0.0 0.1 0.0
N -1.89945 -0.94353 -5.47664 -0.4 0.2 -0.8
C -3.20792 -0.94326 -5.81316 0.8 0.1 0.1
C -3.67360 -0.70348 -7.09604 0.1 0.0 0.0
C -2.74272 -0.44392 -8.09634 0.1 0.0 0.0
C -1.38800 -0.43544 -7.78046 -0.3 0.0 -0.1
C -1.01922 -0.69016 -6.46934 -0.3 -0.2 0.8
H -3.89520 -1.14763 -4.99735 -0.1 -0.1 -0.1
H -4.73628 -0.71829 -7.30997 0.1 0.0 0.0
H -3.07004 -0.25008 -9.11366 0.0 0.0 0.1
H -0.63769 -0.23600 -8.53712 0.0 0.0 0.1
H 0.02613 -0.69827 -6.17358 -0.1 0.1 -0.2
N 2.04338 1.21906 -6.48580 0.8 0.5 0.4
C 2.80682 2.03593 -7.24424 -0.6 -0.6 0.4
C 3.90781 2.72705 -6.76433 0.0 0.0 0.3
C 4.24661 2.57610 -5.42383 0.0 0.0 0.0
C 3.47846 1.74319 -4.61679 0.1 0.2 -0.2
C 2.39793 1.09107 -5.18874 -0.3 0.0 -0.9
H 2.50012 2.12332 -8.28249 0.1 0.0 0.1
H 4.48677 3.36781 -7.41968 -0.1 -0.1 0.0
H 5.10222 3.10285 -5.01139 -0.1 -0.1 -0.1
H 3.71596 1.60479 -3.56812 0.0 0.0 -0.1
H 1.76989 0.42733 -4.60110 0.1 0.0 0.1
```
Positions in Å, forces in eV/Å.

Summary:
frontier orbital gap = 6.00 eV
LUMO level = -4.60 eV
net charge = +1